No. 1
The following is a quantum chemistry calculation of an isolated molecule of C5H9NO3S, from the OMol25 dataset.

## Properties
LUMO level (alpha / beta) in eV: -1.313 / -1.312
Frontier orbital gap (alpha / beta) in eV: 7.013 / 7.014
Total charge: 0

Last columns: bonded neighbours and bond lengths (Å).
Atoms and positions in Å:
1 C 0.534 1.648 1.036  C3 1.584, S10 1.817, H11 1.002, H12 1.049
2 C -1.259 0.574 -0.510  C3 1.512, N6 1.353, H13 1.052
3 C -0.668 1.858 0.027  C1 1.584, C2 1.512, O9 1.396, H14 1.133
4 C 0.439 -0.927 0.562  C5 1.449, S10 1.651, H15 1.094
5 C 0.449 -2.130 -0.245  C4 1.449, H16 1.144, H17 1.166, H18 1.154
6 N -2.261 -0.126 0.068  C2 1.353, O7 1.234, O8 1.256
7 O -2.599 -1.181 -0.475  N6 1.234
8 O -2.587 0.117 1.257  N6 1.256
9 O -0.238 2.743 -0.964  C3 1.396, H19 1.070
10 S 1.569 0.270 0.458  C1 1.817, C4 1.651
11 H 1.049 2.472 1.280  C1 1.002
12 H 0.188 1.221 1.930  C1 1.049
13 H -1.154 0.203 -1.489  C2 1.052
14 H -1.427 2.454 0.619  C3 1.133
15 H -0.332 -0.812 1.330  C4 1.094
16 H 0.328 -3.099 0.352  C5 1.144
17 H 1.352 -2.139 -0.982  C5 1.166
18 H -0.469 -2.422 -0.881  C5 1.154
19 H 0.419 2.210 -1.619  O9 1.070

Here are the Mulliken charges for atoms 1 to 5, given in e: number 1, C, carries -0.8757; number 2, C, carries -0.8876; number 3, C, carries 0.1862; number 4, C, carries 0.0010; number 5, C, carries -0.9677



No. 2
The following is a quantum chemistry calculation of a 2-piece molecular cluster, C6H11BrO overall, from the OMol25 dataset.

## Properties
LUMO level in eV: 0.662
Frontier orbital gap in eV: 8.707
Total charge: 0

Last columns: bonded neighbours and bond lengths (Å).
Atoms and positions in Å:
1 C 1.249 0.541 0.434  C2 1.334, C3 1.466, C4 1.523
2 C 1.077 -0.578 1.140  C1 1.334, Br8 1.915, H18 1.139
3 C 1.496 0.484 -1.010  C1 1.466, H9 1.149, H10 1.138, H11 1.194
4 C 0.923 1.885 1.069  C1 1.523, H12 1.088, H13 1.094, H14 1.064
5 C -1.881 -1.191 -1.274  C6 1.519, H15 1.124, H16 1.075, H17 1.146
6 C -2.554 -0.198 -0.341  C5 1.519, O7 1.293
7 O -2.609 -0.428 0.930  C6 1.293, H19 1.053
8 Br 1.391 -2.361 0.515  C2 1.915
9 H 0.645 1.098 -1.477  C3 1.149
10 H 1.577 -0.588 -1.384  C3 1.138
11 H 2.479 0.959 -1.494  C3 1.194
12 H 1.783 2.528 1.246  C4 1.088
13 H 0.409 1.666 2.010  C4 1.094
14 H 0.262 2.395 0.410  C4 1.064
15 H -1.822 -2.216 -0.817  C5 1.124
16 H -2.354 -1.217 -2.239  C5 1.075
17 H -0.753 -1.000 -1.322  C5 1.146
18 H 0.768 -0.550 2.235  C2 1.139
19 H -2.086 -1.230 1.370  O7 1.053

Here are the Mulliken charges for atoms 1 to 5, given in e: number 1, C, carries 1.2134; number 2, C, carries -0.7489; number 3, C, carries -1.2150; number 4, C, carries -1.2754; number 5, C, carries -0.4179